1.
DFT (ωB97M-V/def2-TZVPD) results for a molecular structure, C32H44IrN4P2Si at a distorted geometry.

Calculated values
**HOMO energy (spin up / spin down)**: -11.77 / -12.50 eV
**⟨S²⟩**: 8.81
**E**: -2540.25565 hartree
**LUMO level (spin up / spin down)**: -6.527 / -9.221 eV
**Kohn-Sham gap (spin up / spin down)**: 5.24 / 3.28 eV

Geometry as ORCA input:
```
! wB97M-V def2-TZVPD RIJCOSX def2/J DEFGRID3
* xyz 2 6
Ir 0.636 -1.164 0.467
C -1.465 2.180 3.569
C -1.764 1.343 2.581
C -1.975 1.788 1.180
C -0.609 2.033 0.505
C 0.673 1.592 1.209
C 1.145 2.124 2.347
C 0.656 3.413 2.844
C -0.352 3.104 3.947
C 0.360 -2.994 -0.190
H -2.314 2.395 4.226
H -1.811 0.260 2.692
H -2.572 2.720 1.214
H -2.680 1.090 0.682
H -0.632 1.564 -0.484
H -0.479 3.122 0.337
H 1.356 0.932 0.570
H 1.840 1.554 2.962
H 0.207 3.919 1.998
H 1.520 3.985 3.179
H 0.193 2.620 4.773
H -0.773 4.020 4.383
H -0.298 -3.229 0.674
H 1.287 -3.583 -0.121
H -0.178 -3.052 -1.140
P 1.744 -1.108 -1.425
P -1.968 -0.634 -1.748
N 3.162 -0.037 -1.933
N 2.345 -2.526 -2.650
N -2.073 1.047 -2.557
N -3.428 -1.214 -2.755
C 0.586 -0.385 -2.633
C -0.654 -1.246 -2.856
C 4.420 0.007 -1.327
C 5.306 0.742 -2.124
C 4.585 1.119 -3.291
C 3.321 0.563 -3.178
C 2.575 -3.847 -2.335
C 3.005 -4.553 -3.447
C 3.067 -3.628 -4.515
C 2.645 -2.402 -4.004
C -2.649 2.168 -1.927
C -2.714 3.238 -2.806
C -2.142 2.768 -4.027
C -1.800 1.420 -3.879
C -4.121 -0.555 -3.771
C -5.247 -1.272 -4.134
C -5.241 -2.454 -3.341
C -4.112 -2.414 -2.529
H 1.053 -0.238 -3.604
H 0.409 0.610 -2.191
H -0.959 -1.275 -3.915
H -0.497 -2.286 -2.522
H 4.562 -0.485 -0.388
H 6.334 0.989 -1.901
H 4.908 1.743 -4.114
H 2.559 0.559 -3.936
H 2.360 -4.215 -1.355
H 3.221 -5.606 -3.460
H 3.348 -3.805 -5.545
H 2.494 -1.472 -4.533
H -2.895 2.142 -0.873
H -3.165 4.207 -2.576
H -1.950 3.361 -4.904
H -1.473 0.695 -4.627
H -3.805 0.398 -4.158
H -5.984 -0.942 -4.858
H -5.984 -3.231 -3.354
H -3.720 -3.103 -1.801
C -0.945 0.664 6.297
Si 0.416 -0.374 5.479
C 1.819 0.590 6.337
C 0.392 -2.023 6.419
C 0.550 -0.561 3.629
C 0.585 -0.798 2.366
H -0.758 0.771 7.386
H -1.934 0.201 6.177
H -1.009 1.690 5.910
H 1.784 0.408 7.429
H 2.798 0.269 5.962
H 1.715 1.672 6.177
H -0.562 -2.560 6.283
H 1.207 -2.670 6.051
H 0.542 -1.857 7.502
*
```

Atom charges from the Mulliken analysis, given in e for atoms 1 to 2: Ir 0.822; C -0.468

=====

2.
DFT (ωB97M-V/def2-TZVPD) results for a molecular structure, C32H44N2O2PtSSe.

Calculated values
**HOMO energy (spin up / spin down)**: -7.40 / -7.47 eV
**⟨S²⟩**: 2.02
**E**: -4424.65910 hartree
**LUMO level (spin up / spin down)**: -0.623 / -1.663 eV
**Kohn-Sham gap (spin up / spin down)**: 6.77 / 5.81 eV
**Energy relative to the best compared isomer or geometry (same formula, charge and spin)**: 0.0 kcal per mole

Geometry as ORCA input:
```
! wB97M-V def2-TZVPD RIJCOSX def2/J DEFGRID3
* xyz 0 3
Pt -2.156 -1.253 -2.011
C -2.616 4.530 3.155
C -1.485 3.494 3.097
C -0.132 4.215 3.173
C -1.609 2.579 4.315
C -1.569 2.713 1.788
C -1.745 1.346 1.731
C -1.790 0.702 0.497
Se -1.862 -1.211 0.485
C 0.009 -1.607 0.323
C 0.774 -1.591 1.486
C 2.134 -1.805 1.421
C 2.674 -2.039 0.148
C 1.945 -2.058 -1.026
C 0.540 -1.834 -0.949
O -0.195 -1.851 -2.044
C 2.619 -2.278 -2.384
C 2.397 -1.040 -3.268
C 2.045 -3.526 -3.072
C 4.129 -2.488 -2.250
C 3.050 -1.777 2.642
C 4.108 -0.680 2.462
C 2.275 -1.488 3.928
C 3.750 -3.135 2.794
C -1.668 1.368 -0.722
O -1.627 0.745 -1.886
C -1.530 2.783 -0.679
C -1.467 3.389 0.562
C -1.383 3.576 -1.977
C -2.550 3.288 -2.938
C -1.365 5.085 -1.722
C -0.054 3.181 -2.641
H -2.560 5.101 4.085
H -3.590 4.040 3.110
H -2.556 5.235 2.324
H -0.057 4.782 4.104
H -0.002 4.913 2.345
H 0.689 3.497 3.139
H -1.539 3.175 5.227
H -0.809 1.836 4.341
H -2.568 2.058 4.331
H -1.841 0.752 2.630
H 0.280 -1.395 2.429
H 3.740 -2.208 0.083
H 1.340 -0.895 -3.481
H 2.932 -1.157 -4.214
H 2.775 -0.144 -2.771
H 0.972 -3.440 -3.226
H 2.246 -4.416 -2.471
H 2.530 -3.660 -4.043
H 4.625 -1.625 -1.800
H 4.554 -2.625 -3.246
H 4.368 -3.374 -1.658
H 3.633 0.298 2.354
H 4.720 -0.854 1.576
H 4.772 -0.647 3.329
H 1.779 -0.517 3.887
H 2.965 -1.474 4.774
H 1.522 -2.254 4.125
H 4.346 -3.379 1.914
H 3.017 -3.932 2.936
H 4.417 -3.123 3.659
H -1.346 4.463 0.595
H -3.509 3.449 -2.439
H -2.527 2.269 -3.312
H -2.495 3.974 -3.786
H -2.258 5.413 -1.185
H -1.338 5.605 -2.681
H -0.483 5.400 -1.160
H -0.031 2.112 -2.847
H 0.788 3.429 -1.991
H 0.071 3.718 -3.586
S -4.452 -1.193 -2.489
C -3.895 -2.815 -2.357
N -4.201 -3.525 -1.203
C -3.709 -4.760 -0.965
C -3.016 -5.397 -1.940
C -2.918 -4.725 -3.185
N -3.347 -3.511 -3.399
H -4.689 -3.012 -0.483
H -3.916 -5.183 0.008
H -2.609 -6.384 -1.791
H -2.468 -5.226 -4.035
*
```

Atom charges from the Mulliken analysis, given in e for atoms 1 to 2: Pt 3.094; C -1.675

=====

3.
DFT (ωB97M-V/def2-TZVPD) results for C32H44N4O5 in the gas phase.

Calculated values
**HOMO energy**: -7.91 eV
**E**: -1841.04794 hartree
**LUMO level**: 0.651 eV
**Kohn-Sham gap**: 8.56 eV
**Energy relative to the best compared isomer or geometry (same formula, charge and spin)**: 5.1 kcal per mole

Geometry as ORCA input:
```
! wB97M-V def2-TZVPD RIJCOSX def2/J DEFGRID3
* xyz 0 1
C 1.845 3.555 -3.235
C 2.679 3.007 -2.083
C 2.113 3.423 -0.714
C 2.663 4.780 -0.236
C 4.129 4.682 0.179
C 4.307 3.566 1.204
C 3.730 2.259 0.649
N 2.336 2.364 0.262
C 1.411 2.324 1.376
C 1.081 0.871 1.755
N 0.270 0.216 0.757
C -1.038 -0.046 0.953
O -1.659 0.104 1.987
C -1.610 -0.571 -0.349
C -2.359 -1.908 -0.296
C -3.820 -1.784 -0.699
O -4.291 -2.312 -1.682
N -4.485 -1.003 0.188
C -5.832 -0.615 0.191
C -6.262 0.229 1.207
C -7.578 0.651 1.274
C -8.491 0.229 0.314
O -9.808 0.579 0.279
C -10.304 1.429 1.283
C -8.056 -0.618 -0.707
C -6.745 -1.037 -0.772
C -1.439 -2.759 -1.227
C -1.502 -2.179 -2.625
C -0.774 -1.069 -2.589
C -0.331 -0.956 -1.151
O -0.162 -2.325 -0.780
C 0.748 -0.038 -0.596
C 2.135 -0.690 -0.661
O 2.959 -0.339 -1.476
N 2.325 -1.649 0.259
C 3.505 -2.489 0.281
C 4.080 -2.555 1.696
C 5.326 -3.437 1.721
C 5.000 -4.838 1.214
C 4.424 -4.773 -0.197
C 3.177 -3.895 -0.225
H 1.807 4.643 -3.205
H 0.825 3.179 -3.190
H 2.276 3.256 -4.187
H 3.704 3.361 -2.192
H 2.703 1.917 -2.132
H 1.026 3.520 -0.828
H 2.545 5.519 -1.030
H 2.073 5.113 0.622
H 4.752 4.471 -0.692
H 4.459 5.636 0.597
H 5.363 3.428 1.439
H 3.791 3.835 2.129
H 4.291 1.955 -0.237
H 3.825 1.462 1.390
H 0.480 2.822 1.095
H 1.799 2.825 2.275
H 0.500 0.855 2.680
H 2.006 0.306 1.895
H -2.190 0.217 -0.837
H -2.304 -2.330 0.713
H -3.940 -0.625 0.956
H -5.559 0.562 1.958
H -7.874 1.306 2.078
H -11.360 1.567 1.057
H -9.802 2.402 1.272
H -10.204 0.980 2.277
H -8.773 -0.938 -1.445
H -6.421 -1.691 -1.564
H -1.556 -3.834 -1.133
H -2.071 -2.607 -3.424
H -0.579 -0.338 -3.348
H 0.798 0.893 -1.172
H 1.517 -1.991 0.757
H 4.227 -2.015 -0.391
H 4.328 -1.548 2.039
H 3.326 -2.967 2.371
H 5.720 -3.489 2.737
H 6.094 -2.991 1.085
H 5.902 -5.453 1.219
H 4.273 -5.306 1.882
H 4.175 -5.777 -0.545
H 5.172 -4.359 -0.876
H 2.778 -3.828 -1.238
H 2.403 -4.332 0.412
*
```

Atom charges from the Mulliken analysis, given in e for atoms 1 to 2: C -1.558; C -0.315